No. 1
ORCA calculation (ωB97M-V with the def2-TZVPD basis set) on a molecular structure, C7H24HfN12O9.

```
53
Properties=species:S:1:pos:R:3:forces:R:3:mulliken_spin:R:1
Hf 27.336 -16.435 18.341 -5.657 4.853 4.691 1.01
C 25.077 -14.973 18.814 6.392 -3.341 0.340 0.07
O 25.407 -15.872 19.599 -3.654 -8.893 14.559 -0.09
O 26.098 -14.341 18.846 6.639 14.225 -0.385 -0.08
O 25.160 -15.667 17.813 -4.456 -4.586 -15.553 -0.05
C 29.302 -13.484 18.711 0.189 3.524 -0.120 0.01
O 28.980 -14.591 18.537 -3.142 -10.489 -1.759 0.03
N 30.516 -13.116 18.584 4.623 1.353 -0.365 0.00
N 28.457 -12.560 18.922 -3.211 3.049 1.209 0.00
H 31.165 -13.816 18.253 0.186 0.601 -0.091 0.00
H 30.597 -12.125 18.403 1.102 -0.350 -0.044 0.00
H 27.519 -12.877 19.120 -0.492 0.600 0.041 0.00
H 28.749 -11.603 19.061 -0.606 -0.174 0.170 0.00
C 27.772 -15.395 21.750 -7.863 1.083 -2.797 0.01
O 27.982 -15.810 20.637 1.344 -2.443 -5.273 0.04
N 26.579 -14.912 22.115 -1.237 0.674 -0.550 0.00
N 28.535 -15.463 22.691 7.224 -0.539 6.120 0.00
H 26.415 -14.690 23.087 -0.458 0.042 -0.521 0.00
H 25.866 -14.903 21.400 -0.206 0.192 0.114 0.00
H 29.452 -15.807 22.445 0.272 0.260 0.894 0.00
H 28.307 -14.872 23.478 0.968 -0.466 0.221 0.00
C 24.522 -18.906 18.584 1.109 -1.820 -0.036 0.02
O 25.663 -18.472 18.686 3.344 2.786 -0.583 0.02
N 24.371 -20.132 18.143 -0.652 -2.077 -0.943 0.00
N 23.404 -18.402 18.995 -0.478 2.673 1.042 0.00
H 25.017 -20.438 17.429 -0.442 -0.513 0.193 0.00
H 23.381 -20.328 18.187 0.501 -1.422 -1.197 0.00
H 22.598 -19.000 19.106 -0.085 0.994 0.252 0.00
H 23.632 -17.489 19.363 -1.293 0.430 0.698 0.00
C 23.830 -15.578 14.310 -0.715 0.218 -2.937 0.00
O 23.529 -14.930 13.335 -0.168 0.907 -1.027 0.00
N 24.494 -16.716 14.236 2.386 -2.821 -0.338 0.00
N 23.434 -15.353 15.520 -1.705 1.643 4.119 0.00
H 24.488 -17.316 15.049 0.021 -0.077 -0.514 0.00
H 24.791 -17.073 13.339 -0.095 0.139 0.287 0.00
H 22.754 -14.618 15.652 0.361 0.031 -0.018 0.00
H 24.077 -15.544 16.274 -0.198 0.039 0.381 0.01
C 25.042 -10.958 17.990 2.188 0.149 0.570 0.00
O 25.675 -10.793 19.006 1.113 -0.627 2.280 0.00
N 25.208 -11.959 17.164 0.502 -2.747 -1.096 0.00
N 24.315 -10.019 17.514 -3.595 4.206 -1.585 0.00
H 25.890 -12.623 17.501 -0.434 -0.536 -0.635 0.01
H 24.676 -12.010 16.307 0.471 -0.515 0.225 0.00
H 23.992 -10.022 16.557 -0.026 0.169 0.369 0.00
H 24.311 -9.150 18.028 -0.175 -0.191 -0.226 0.00
C 22.596 -14.743 22.021 1.119 0.008 2.454 0.00
O 22.860 -13.825 21.304 -0.165 1.337 -2.334 0.00
N 21.788 -14.630 23.087 -1.919 0.756 0.837 0.00
N 23.329 -15.859 22.088 0.941 -2.013 -0.794 0.00
H 21.586 -15.380 23.733 -0.110 0.251 -0.362 0.00
H 21.202 -13.808 23.072 -0.015 -0.261 0.315 0.00
H 24.048 -15.951 21.385 0.102 -0.349 0.172 0.00
H 23.273 -16.476 22.885 0.153 0.057 -0.468 0.00
```
Positions in Å, forces in eV/Å.

Its total charge is +1. The calculation puts the energy relative to the best compared isomer or geometry (same formula, charge and spin) at 0.00 kcal/mol. The value obtained for the calculated total energy is -1663.02018 Eh. As for the expectation value of S²: 0.82. For the LUMO energy (alpha / beta), the calculation gives -0.162 / -0.180 Ha. Its multiplicity is 2.

No. 2
ORCA calculation (ωB97M-V with the def2-TZVPD basis set) on 6 unconnected molecules or ions with the total composition C7H24IN6O7.

```
45
Properties=species:S:1:pos:R:3:forces:R:3:mulliken_spin:R:1
I 33.897 -14.389 -35.267 0.009 -0.261 0.108 1.00
C 30.842 -13.117 -38.678 -0.352 -0.344 1.527 0.00
C 29.321 -13.068 -38.431 -0.345 -0.016 -0.970 0.00
O 28.947 -12.603 -37.140 0.428 0.077 -0.363 0.00
O 31.470 -14.284 -38.013 -0.493 1.022 -1.381 0.00
H 31.201 -12.151 -38.322 0.210 -0.096 0.997 0.00
H 31.148 -12.956 -39.712 -0.273 -1.322 -0.361 0.00
H 28.687 -13.928 -38.645 0.899 -0.950 0.049 0.00
H 28.905 -12.447 -39.224 0.118 1.026 0.278 0.00
H 28.773 -13.393 -36.623 0.035 0.122 0.277 0.00
H 31.876 -14.057 -37.174 -0.254 0.538 -0.012 0.00
C 38.068 -10.531 -36.919 0.347 -0.343 0.157 0.00
C 36.804 -11.290 -37.384 -0.439 -0.021 0.529 0.00
O 35.777 -11.482 -36.379 0.783 0.747 0.541 0.01
O 38.817 -11.203 -35.888 -0.789 0.363 -0.732 0.00
H 37.982 -9.475 -36.662 -0.826 0.029 0.279 0.00
H 38.725 -10.469 -37.787 0.025 -0.416 -0.178 0.00
H 37.163 -12.260 -37.730 -0.082 -0.054 -0.149 0.00
H 36.290 -10.750 -38.179 0.510 0.078 -0.414 0.00
H 35.254 -12.278 -36.499 0.413 -0.080 -0.376 0.00
H 38.313 -11.040 -35.087 0.066 -0.223 0.288 0.00
C 37.920 -16.208 -34.515 4.034 2.587 -1.769 0.00
O 39.132 -15.978 -34.267 -2.110 -0.571 -1.057 0.00
N 37.242 -15.759 -35.620 0.754 -0.297 0.322 0.00
N 37.184 -16.869 -33.694 -2.124 -2.696 3.459 0.00
H 37.835 -15.366 -36.337 -0.772 0.382 0.059 0.00
H 36.245 -15.689 -35.473 0.419 0.316 -0.974 0.01
H 36.224 -17.143 -33.844 0.371 -0.021 -0.242 0.00
H 37.719 -17.387 -33.012 -0.357 0.187 0.172 0.00
C 31.138 -11.114 -34.460 0.440 -4.589 1.447 0.00
O 30.668 -11.985 -33.708 0.363 0.942 -0.703 0.00
N 30.733 -9.905 -34.593 -2.146 4.333 0.105 0.00
N 32.200 -11.330 -35.258 1.080 -0.492 -0.833 0.00
H 31.141 -9.341 -35.325 -0.584 0.204 0.444 0.00
H 29.945 -9.579 -34.053 0.210 0.010 -0.289 0.00
H 32.617 -12.249 -35.304 -0.140 0.733 -0.153 -0.02
H 32.532 -10.521 -35.763 0.635 -0.843 -0.126 0.00
C 33.160 -18.719 -35.865 1.841 -0.699 3.641 0.00
O 33.493 -19.772 -36.219 2.033 -6.572 -0.127 0.00
N 32.674 -17.913 -36.627 -5.043 8.080 -7.784 0.00
N 33.286 -18.098 -34.695 2.108 -1.028 5.349 0.00
H 32.437 -18.137 -37.583 0.143 0.257 0.252 0.00
H 32.668 -16.972 -36.259 -0.780 0.081 -1.293 0.00
H 33.138 -17.126 -34.464 -0.140 -0.450 -0.361 0.00
H 33.883 -18.614 -34.064 -0.227 0.269 0.361 0.00
```
Positions in Å, forces in eV/Å.

The value obtained for the calculated total energy is -1433.94592 Eh. As for the expectation value of S²: 0.75. For the LUMO energy (alpha / beta), the calculation gives 0.001 / -0.182 Ha. Its multiplicity is 2.